(1)
Entry from the Open Molecules 2025 dataset: an isolated ion of composition C6H6ClO4S and charge +1 (the ωB97M-V functional and the def2-TZVPD basis).

Last column: natural (NBO) charge in e.
Atoms and positions in Å:
C1 1.53 1.32 0.07  -0.110
C2 0.79 1.98 -0.87  -0.196
C3 1.02 0.19 0.70  -0.183
C4 -0.48 1.60 -1.17  -0.139
C5 -0.24 -0.24 0.40  -0.167
C6 -1.00 0.50 -0.49  -0.313
O1 -3.49 0.71 -2.23  -0.617
O2 -2.96 -2.44 1.68  -0.348
O3 -3.71 -1.83 0.73  0.066
O4 -2.87 -1.37 -0.40  -0.459
S1 -2.73 0.18 -0.64  1.687
Cl1 -3.81 1.06 0.86  0.019
H1 2.57 1.58 0.31  0.249
H2 1.07 2.85 -1.45  0.251
H3 1.80 -0.38 1.29  0.258
H4 -1.00 2.27 -1.77  0.261
H5 -0.62 -1.02 0.95  0.240
H6 -3.05 -3.44 1.56  0.500

Computed properties:
total charge = +1
2S+1 = 1


(2)
Entry from the Open Molecules 2025 dataset: C6H6F3O2P in the gas phase (the ωB97M-V functional and the def2-TZVPD basis).

Last column: natural (NBO) charge in e.
Atoms and positions in Å:
C1 0.98 -0.70 -1.29  -0.361
C2 1.51 0.44 -0.59  -0.307
C3 -0.17 -1.29 -1.29  0.176
C4 0.97 1.17 0.37  0.138
C5 -2.69 0.45 0.97  -0.854
C6 -4.19 -0.27 0.08  1.020
O1 -1.31 -0.80 -0.74  -0.775
O2 -0.32 1.05 0.69  -0.789
F1 -4.00 -0.07 -1.20  -0.313
F2 -4.22 -1.60 0.35  -0.334
F3 -5.35 0.25 0.48  -0.321
P1 -1.51 0.81 -0.35  1.378
H1 1.71 -1.45 -1.64  0.224
H2 2.53 0.75 -0.85  0.222
H3 -0.27 -2.30 -1.70  0.196
H4 1.46 2.11 0.67  0.191
H5 -2.24 -0.21 1.80  0.260
H6 -3.17 1.30 1.53  0.249

Computed properties:
structure (SMILES) = FC(F)(F)Cp1occcco1
2S+1 = 1


(3)
Entry from the Open Molecules 2025 dataset: C3H4N2OS in the gas phase (the ωB97M-V functional and the def2-TZVPD basis).

Last column: natural (NBO) charge in e.
Atoms and positions in Å:
C1 -1.03 0.00 -0.01  0.557
C2 1.47 0.18 -0.01  0.042
C3 -2.44 0.16 -0.01  -0.733
N1 0.14 0.02 -0.02  -0.200
N2 2.49 -0.70 0.02  -0.076
O1 2.65 -1.97 0.00  -0.469
S1 1.78 1.86 0.00  -0.340
H1 -2.92 -0.81 0.06  0.279
H2 -2.76 0.65 -0.93  0.280
H3 -2.74 0.77 0.84  0.281
H4 3.36 -0.15 0.06  0.381

Computed properties:
2S+1 = 1


(4)
Entry from the Open Molecules 2025 dataset: C2H7N3S in the gas phase (the ωB97M-V functional and the def2-TZVPD basis).

Last column: natural (NBO) charge in e.
Atoms and positions in Å:
C1 -1.01 -2.18 -1.04  -0.773
C2 0.24 0.41 1.45  0.264
H1 -1.12 -2.38 -2.09  0.227
H2 -1.99 -2.13 -0.54  0.225
H3 -0.43 -2.96 -0.56  0.220
H4 0.24 0.26 2.55  0.175
H5 1.09 2.21 1.83  0.384
H6 1.42 1.65 -0.78  0.353
H7 -0.10 1.96 -0.56  0.354
N1 -0.32 -0.51 0.77  -0.693
N2 0.88 1.54 1.10  -0.458
N3 0.77 2.11 -0.15  -0.637
S1 -0.24 -0.62 -0.89  0.360

Computed properties:
structure (SMILES) = CS/N=C\NN
2S+1 = 1


Calculated E_tot in order - -37849.2993 -27853.9199 -19033.7914 -17491.4427 eV
Calculated energy above the lowest of the compared OMol25 structures with the same formula, charge and spin in order - 6.8 18.0 121.2 33.9 kcal/mol